[1]
The following is a quantum chemistry calculation of one molecule with the formula C6H10O, from OMol25.

Geometry as ORCA input:
```
! wB97M-V def2-TZVPD RIJCOSX def2/J DEFGRID3
* xyz 0 1
C 1.902 -1.272 0.169
C 1.111 -0.272 0.909
C -0.238 1.998 -0.359
C -1.099 0.921 0.268
O -1.840 0.170 -0.711
C -1.127 -1.043 -0.441
C -0.343 -0.362 0.706
H 2.816 -1.569 0.692
H 2.257 -0.630 -0.663
H 1.398 -2.142 -0.280
H 0.461 2.399 0.381
H -0.855 2.811 -0.754
H 0.342 1.576 -1.190
H -1.770 1.347 1.023
H -0.533 -1.374 -1.304
H -1.804 -1.854 -0.146
H -0.678 -0.704 1.700
*
```

Properties
HOMO-LUMO gap ... 8.52 eV
HOMO energy ... -8.3 eV

Results of the natural (NBO) charge analysis, in e, for atoms 1 through 6: -0.79, 0.19, -0.64, 0.14, -0.53, -0.08

---

[2]
The following is a quantum chemistry calculation of a 2-piece molecular cluster, C6H10O overall, from OMol25.

Geometry as ORCA input:
```
! wB97M-V def2-TZVPD RIJCOSX def2/J DEFGRID3
* xyz 0 1
C 2.229 0.119 0.089
C 0.760 -0.169 -0.011
C 0.096 -1.272 0.381
C -1.352 -1.225 0.106
C -1.573 0.155 -0.548
C -0.173 0.843 -0.637
O -0.085 2.131 -0.036
H 2.396 1.154 0.414
H 2.717 0.016 -0.890
H 2.730 -0.557 0.788
H 0.562 -2.120 0.869
H -2.041 -1.303 1.450
H -2.129 -1.923 0.495
H -2.064 0.161 -1.529
H -2.204 0.711 0.136
H 0.106 1.038 -1.682
H -0.286 2.027 0.904
*
```

Properties
HOMO-LUMO gap ... 8.61 eV
HOMO energy ... -8.0 eV

Results of the natural (NBO) charge analysis, in e, for atoms 1 through 6: -0.64, -0.02, -0.22, -0.35, -0.46, 0.07

---

[3]
The following is a quantum chemistry calculation of C6H10O as an isolated structure, from OMol25.

Geometry as ORCA input:
```
! wB97M-V def2-TZVPD RIJCOSX def2/J DEFGRID3
* xyz 0 1
C -1.090 -0.105 -1.880
C -0.558 0.683 -0.688
C -1.384 0.506 0.600
C 0.617 -0.017 1.287
O 1.419 0.506 2.270
C 0.957 -1.154 0.373
C 0.802 0.247 -0.170
H -2.096 0.234 -2.150
H -1.154 -1.171 -1.640
H -0.443 0.017 -2.757
H -0.484 1.742 -0.969
H -0.542 -0.147 1.526
H -1.406 1.486 1.111
H 1.481 -0.144 2.982
H 1.978 -1.516 0.443
H 0.196 -1.906 0.175
H 1.708 0.738 -0.514
*
```

Properties
HOMO-LUMO gap ... 8.69 eV
HOMO energy ... -8.1 eV

Results of the natural (NBO) charge analysis, in e, for atoms 1 through 6: -0.60, -0.32, -0.27, 0.15, -0.67, -0.46

---

[4]
The following is a quantum chemistry calculation of one molecule with the formula C6H10O, from OMol25.

Geometry as ORCA input:
```
! wB97M-V def2-TZVPD RIJCOSX def2/J DEFGRID3
* xyz 0 1
C 2.081 -0.125 0.658
C 0.780 0.144 -0.068
O 0.446 -0.917 -0.936
C -0.384 -0.179 -1.778
C -1.618 0.604 -0.079
C -1.538 -0.511 0.885
C -0.435 0.552 0.760
H 2.897 -0.208 -0.063
H 2.042 -1.066 1.226
H 2.298 0.681 1.366
H 0.515 0.959 -0.978
H 0.198 0.155 -2.657
H -1.240 -0.691 -2.140
H -2.405 1.364 0.021
H -1.188 -1.471 0.512
H -2.219 -0.578 1.739
H -0.230 1.288 1.530
*
```

Properties
HOMO-LUMO gap ... 9.55 eV
HOMO energy ... -8.8 eV

Results of the natural (NBO) charge analysis, in e, for atoms 1 through 6: -0.64, 0.12, -0.54, -0.13, -0.19, -0.45

---

[5]
The following is a quantum chemistry calculation of a 2-piece molecular cluster, C6H10O overall, from OMol25.

Geometry as ORCA input:
```
! wB97M-V def2-TZVPD RIJCOSX def2/J DEFGRID3
* xyz 0 1
C 0.465 2.073 0.118
C -0.421 1.376 -0.890
O 0.008 0.846 -1.889
C 0.764 -1.641 -1.078
C -0.418 -1.714 -0.473
C -0.079 -0.702 1.702
C -0.876 -0.873 0.645
H 0.697 3.056 -0.314
H 1.409 1.527 0.254
H -0.027 2.216 1.089
H -1.518 1.448 -0.715
H 1.043 -2.354 -1.846
H 1.474 -0.842 -0.868
H -1.118 -2.512 -0.703
H 0.973 -0.987 1.628
H -0.454 -0.360 2.662
H -1.922 -0.557 0.680
*
```

Properties
HOMO-LUMO gap ... 9.88 eV
HOMO energy ... -9.0 eV

Results of the natural (NBO) charge analysis, in e, for atoms 1 through 6: -0.72, 0.44, -0.53, -0.36, -0.24, -0.36

---

[6]
The following is a quantum chemistry calculation of one molecule with the formula C6H10O, from OMol25.

Geometry as ORCA input:
```
! wB97M-V def2-TZVPD RIJCOSX def2/J DEFGRID3
* xyz 0 1
C 1.950 -0.703 0.081
C 0.845 0.212 0.578
C 0.533 1.614 -0.048
C -0.918 1.249 0.133
O -2.727 -0.787 -0.545
C -1.386 -1.169 -0.324
C -0.627 -0.048 0.296
H 2.027 -1.568 0.750
H 2.924 -0.201 0.095
H 1.773 -1.079 -0.932
H 0.993 0.370 1.653
H 0.989 2.528 0.336
H 0.727 1.554 -1.126
H -1.848 1.777 -0.043
H -0.933 -1.286 -1.320
H -1.308 -2.144 0.168
H -3.014 -0.318 0.249
*
```

Properties
HOMO-LUMO gap ... 9.78 eV
HOMO energy ... -8.8 eV

Results of the natural (NBO) charge analysis, in e, for atoms 1 through 6: -0.62, -0.22, -0.40, -0.20, -0.70, -0.09

---

[7]
The following is a quantum chemistry calculation of C6H10O as an isolated structure, from OMol25.

Geometry as ORCA input:
```
! wB97M-V def2-TZVPD RIJCOSX def2/J DEFGRID3
* xyz 0 1
C -1.674 -2.209 0.156
C 0.156 0.926 0.649
C -0.642 1.194 -0.602
C 0.558 0.425 -1.274
C 1.111 0.135 0.149
C 1.991 0.883 1.151
O 0.789 1.574 1.681
H -2.118 -2.554 1.092
H -2.364 -1.579 -0.412
H -1.353 -3.065 -0.454
H -1.620 0.709 -0.654
H -0.716 2.254 -0.861
H 1.191 1.133 -1.821
H 0.341 -0.428 -1.932
H -0.843 -1.570 0.452
H 2.624 1.632 0.672
H 2.520 0.348 1.944
*
```

Properties
HOMO-LUMO gap ... 9.60 eV
HOMO energy ... -8.6 eV

Results of the natural (NBO) charge analysis, in e, for atoms 1 through 6: -0.86, 0.34, -0.45, -0.39, -0.21, -0.07

---

[8]
The following is a quantum chemistry calculation of one molecule with the formula C6H10O, from OMol25.

Geometry as ORCA input:
```
! wB97M-V def2-TZVPD RIJCOSX def2/J DEFGRID3
* xyz 0 1
O -2.116 2.598 -1.989
C -1.289 2.134 -1.252
C -1.258 0.725 -0.744
C -0.557 0.603 0.632
C 0.811 -0.061 0.530
C 1.808 -2.355 0.568
C 0.737 -1.583 0.492
H -0.467 2.790 -0.887
H -2.301 0.416 -0.628
H -0.842 0.010 -1.453
H -1.207 0.048 1.309
H -0.408 1.600 1.052
H 1.337 0.215 -0.389
H 1.472 0.252 1.339
H 2.822 -1.965 0.576
H 1.712 -3.437 0.539
H -0.254 -1.990 0.305
*
```

Properties
HOMO-LUMO gap ... 10.89 eV
HOMO energy ... -9.8 eV

Results of the natural (NBO) charge analysis, in e, for atoms 1 through 6: -0.51, 0.45, -0.53, -0.39, -0.45, -0.40

---

[9]
The following is a quantum chemistry calculation of C6H10O as an isolated structure, from OMol25.

Geometry as ORCA input:
```
! wB97M-V def2-TZVPD RIJCOSX def2/J DEFGRID3
* xyz 0 1
O -2.208 -0.216 0.989
C -0.909 -0.191 0.569
C -0.349 1.194 0.256
C 0.905 0.960 -0.592
C 0.603 -0.312 -1.378
C 0.923 -1.790 0.494
C -0.033 -1.184 1.198
H -2.602 0.660 0.876
H -0.445 -0.683 -0.690
H -0.169 1.788 1.160
H -1.102 1.724 -0.346
H 1.772 0.804 0.055
H 1.114 1.821 -1.238
H -0.021 -0.108 -2.264
H 1.467 -0.872 -1.715
H 1.784 -2.260 0.982
H -0.260 -1.420 2.238
*
```

Properties
HOMO-LUMO gap (alpha / beta) ... 7.37 / 7.78 eV
HOMO energy (alpha / beta) ... -7.2 / -7.6 eV

Results of the natural (NBO) charge analysis, in e, for atoms 1 through 6: -0.66, 0.25, -0.46, -0.43, -0.49, -0.21

---

[10]
The following is a quantum chemistry calculation of one molecule with the formula C6H10O, from OMol25.

Geometry as ORCA input:
```
! wB97M-V def2-TZVPD RIJCOSX def2/J DEFGRID3
* xyz 0 1
C 0.793 -1.007 -2.018
O 0.221 -1.462 -0.784
C -0.148 -0.590 0.121
C 0.168 1.724 1.089
C -0.461 -1.264 1.425
C -0.238 0.814 -0.048
C -0.974 1.044 -1.184
H 1.431 -0.138 -1.832
H 1.372 -1.852 -2.391
H -0.014 -0.703 -2.683
H 1.176 1.473 1.444
H -0.507 1.692 1.954
H 0.193 2.753 0.717
H -1.167 -0.673 2.012
H 0.461 -1.382 2.007
H -0.875 -2.260 1.242
H -1.459 2.040 -1.116
*
```

Properties
HOMO-LUMO gap ... 8.13 eV
HOMO energy ... -7.5 eV

Results of the natural (NBO) charge analysis, in e, for atoms 1 through 6: -0.27, -0.46, 0.58, -0.66, -0.70, -0.31

---

[11]
The following is a quantum chemistry calculation of C6H10O as an isolated structure, from OMol25.

Geometry as ORCA input:
```
! wB97M-V def2-TZVPD RIJCOSX def2/J DEFGRID3
* xyz 0 1
C 1.889 -0.357 -0.886
C 0.958 0.229 0.118
C 0.110 1.445 -0.217
C -1.139 0.629 -0.061
O -0.627 -0.699 -0.558
C -1.308 -1.296 0.597
C -1.195 0.003 1.330
H 2.118 -1.401 -0.653
H 2.828 0.213 -0.825
H 1.499 -0.296 -1.904
H 1.229 0.101 1.154
H 0.187 2.239 0.532
H 0.315 1.830 -1.224
H -2.048 0.862 -0.643
H -0.818 -2.217 0.938
H -2.297 -1.555 0.175
H -1.954 0.314 2.050
*
```

Properties
HOMO-LUMO gap (alpha / beta) ... 7.16 / 6.69 eV
HOMO energy (alpha / beta) ... -6.5 / -6.3 eV

Results of the natural (NBO) charge analysis, in e, for atoms 1 through 6: -0.68, 0.18, -0.50, 0.08, -0.48, -0.10

---

[12]
The following is a quantum chemistry calculation of a 2-piece molecular cluster, C6H10O overall, from OMol25.

Geometry as ORCA input:
```
! wB97M-V def2-TZVPD RIJCOSX def2/J DEFGRID3
* xyz 0 1
C -1.619 2.541 0.602
C -0.429 1.559 0.448
C 0.879 2.001 0.497
C -0.395 -2.100 -0.444
O 2.058 -2.964 -0.816
C -0.002 -0.835 -0.138
C -0.878 0.245 0.108
H -1.578 2.312 -0.463
H -1.349 3.541 0.936
H -2.467 2.102 1.175
H 1.629 1.246 0.600
H 1.114 3.054 0.408
H 0.429 -2.757 -0.639
H -1.426 -2.450 -0.434
H 2.877 -3.427 -1.020
H 1.062 -0.597 -0.114
H -1.873 0.086 -0.253
*
```

Properties
HOMO-LUMO gap ... 4.48 eV
HOMO energy ... -7.3 eV

Results of the natural (NBO) charge analysis, in e, for atoms 1 through 6: -0.65, -0.09, -0.26, -0.07, -1.16, -0.30

---

Calculated energy above the lowest of the compared OMol25 structures with the same formula, charge and spin (kJ/mol), listed in the same order as above: 403.1, 307.3, 480.3, 504.9, 179.9, 188.4, 405.9, 87.4, 533.5, 365.9, 571.5, 644.7
Calculated maximum force (eV/A), listed in the same order as above: 0.4, 2.9, 0.3, 3.4, 0.8, 0.4, 0.5, 1.4, 0.5, 0.5, 0.4, 3.4